DFT (ωB97M-V/def2-TZVPD) results for a single C4H7NO2 molecule in a non-equilibrium geometry.

* lowest unoccupied orbital energy: 0.64 eV
* Kohn-Sham gap: 8.9 eV
* total charge: 0
* E_HOMO: -8.23 eV
* calculated total energy: -9844.8478 eV
* SMILES: CO/C(N)=C/C=O

Each line ends with the Mulliken charge.
Geometry (Å):
1 C -0.498 -1.556 1.178  -0.681
2 C -0.572 0.373 -0.614  -0.458
3 C -0.888 1.748 -0.537  -0.142
4 O -2.013 2.208 -0.657  -0.571
5 C 0.663 -0.140 -0.356  0.492
6 O 0.686 -1.306 0.310  -0.420
7 N 1.822 0.436 -0.769  -0.407
8 H -0.207 -1.172 2.151  0.270
9 H -1.510 -1.132 0.987  0.392
10 H -0.594 -2.629 1.118  0.247
11 H -1.362 -0.342 -0.781  0.572
12 H -0.016 2.391 -0.271  0.249
13 H 1.740 1.217 -1.410  0.222
14 H 2.753 0.121 -0.546  0.235

DFT (ωB97M-V/def2-TZVPD) results for a single C2H4ClOP molecule in a non-equilibrium geometry.

* lowest unoccupied orbital energy: 0.41 eV
* Kohn-Sham gap: 10.0 eV
* total charge: 0
* E_HOMO: -9.58 eV
* calculated total energy: -25996.8228 eV
* SMILES: C=CP(O)Cl

Each line ends with the Mulliken charge.
Geometry (Å):
1 C -0.127 -0.469 -1.343  -0.518
2 C 0.814 -0.301 -0.435  -0.210
3 O -0.132 0.013 2.218  -0.442
4 P 0.636 1.068 1.270  0.383
5 Cl -1.038 2.240 0.742  -0.240
6 H 0.131 -1.074 -2.234  0.208
7 H -1.196 -0.189 -1.306  0.224
8 H 1.808 -0.761 -0.796  0.235
9 H -0.896 -0.527 1.884  0.360

DFT (ωB97M-V/def2-TZVPD) results for a single C23H18FN5O3 molecule in a non-equilibrium geometry.

* lowest unoccupied orbital energy: -1.53 eV
* Kohn-Sham gap: 6.7 eV
* total charge: 0
* E_HOMO: -8.21 eV
* calculated total energy: -40450.4633 eV
* SMILES: O=C1C=C/C(=C(\O)c2ccc(F)c(-c3ncnc4cc(N5CCOCC5)ccc34)c2)N=N1

Each line ends with the Mulliken charge.
Geometry (Å):
1 O 6.954 -7.015 1.109  -0.551
2 F -0.306 -1.438 -2.149  -0.336
3 N 5.113 -5.859 0.407  -0.763
4 N 4.385 -4.809 0.551  0.090
5 N -1.201 -1.495 1.667  -0.610
6 N -2.847 0.178 1.829  -0.675
7 O 4.235 -1.579 2.268  -0.520
8 O -5.549 4.961 -1.753  -0.391
9 C 6.252 -6.018 1.178  0.311
10 C 6.595 -5.059 2.196  -0.516
11 C 5.806 -3.935 2.305  -0.567
12 C 4.716 -3.731 1.389  0.807
13 C 3.935 -2.598 1.374  0.527
14 C -2.278 -0.913 2.224  -0.321
15 C 1.857 -2.361 -1.780  -0.880
16 C 2.938 -2.650 -0.946  -0.581
17 C 1.674 -1.753 0.944  -0.309
18 C -1.159 2.302 -1.247  -0.801
19 C 0.690 -1.744 -1.310  0.426
20 C 2.843 -2.338 0.431  0.371
21 C 0.598 -1.455 0.095  0.597
22 C -2.368 2.696 -0.687  0.556
23 C -2.875 1.965 0.372  0.696
24 C -0.597 -0.836 0.687  0.497
25 C -0.514 1.168 -0.785  -0.776
26 C -2.266 0.817 0.825  -1.290
27 C -1.102 0.383 0.199  0.349
28 N -3.035 3.834 -1.103  0.038
29 C -4.922 4.076 -2.670  -0.577
30 C -5.174 4.679 -0.402  -0.510
31 C -3.379 3.988 -2.524  -0.641
32 C -3.680 4.771 -0.184  -0.797
33 H 5.060 -1.804 2.746  0.297
34 H 7.405 -5.252 2.881  0.435
35 H 6.060 -3.220 3.062  0.235
36 H -2.807 -1.415 3.030  0.450
37 H 1.970 -2.627 -2.820  0.442
38 H 3.827 -3.137 -1.333  0.454
39 H 1.634 -1.531 2.027  0.405
40 H -0.766 2.884 -2.041  0.581
41 H -3.779 2.259 0.875  0.566
42 H 0.460 0.885 -1.200  0.433
43 H -5.386 3.058 -2.566  0.284
44 H -5.175 4.394 -3.683  0.362
45 H -5.707 5.335 0.288  0.370
46 H -5.468 3.661 -0.192  0.332
47 H -2.933 4.883 -2.967  0.328
48 H -3.001 3.150 -3.130  0.392
49 H -3.473 4.465 0.831  0.473
50 H -3.260 5.782 -0.316  0.308

DFT (ωB97M-V/def2-TZVPD) results for a molecular structure, C40H52N8O3PRuSi in a non-equilibrium geometry.

* lowest unoccupied orbital energy (spin up / spin down): 0.03 / 0.02 eV
* 2S+1: 2
* Kohn-Sham gap (spin up / spin down): 5.9 / 5.9 eV
* total charge: 0
* E_HOMO (spin up / spin down): -5.85 / -5.92 eV
* calculated total energy: -80135.1860 eV

Each line ends with the Mulliken charge.
Geometry (Å):
1 Ru -0.450 1.268 -0.015  0.650
2 N -0.897 0.831 1.775  -0.080
3 C -1.363 0.243 2.796  -0.624
4 C -2.013 -1.118 2.748  0.400
5 C -1.927 -1.995 3.829  -0.320
6 C -2.475 -3.268 3.764  -0.986
7 C -3.126 -3.692 2.615  -0.722
8 C -3.195 -2.838 1.522  -0.852
9 C -2.632 -1.576 1.588  0.755
10 C -1.232 0.916 4.134  0.822
11 C -2.151 0.716 5.164  -0.341
12 C -1.985 1.329 6.397  -0.924
13 C -0.902 2.166 6.624  -0.582
14 C -0.006 2.411 5.591  -1.263
15 C -0.174 1.795 4.362  0.070
16 H -1.393 -1.696 4.723  0.565
17 H -2.396 -3.930 4.617  0.410
18 H -3.565 -4.681 2.570  0.406
19 H -3.681 -3.161 0.609  0.484
20 H -2.646 -0.936 0.721  -0.410
21 H -3.023 0.098 4.988  0.560
22 H -2.706 1.148 7.184  0.406
23 H -0.764 2.630 7.592  0.407
24 H 0.829 3.083 5.744  0.422
25 H 0.516 1.993 3.552  0.637
26 C -0.947 2.140 -5.252  -0.876
27 N 0.213 2.264 -4.370  0.114
28 C 1.527 2.040 -4.965  -0.910
29 C 0.050 1.953 -3.094  0.428
30 N -0.111 1.741 -1.968  -0.166
31 H -0.840 2.848 -6.072  0.381
32 H -1.850 2.374 -4.693  0.218
33 H -1.032 1.129 -5.661  0.297
34 H 1.580 2.599 -5.897  0.350
35 H 1.702 0.981 -5.176  0.267
36 H 2.300 2.403 -4.291  0.299
37 C 1.809 1.341 0.399  -1.484
38 C 2.417 0.041 0.683  0.166
39 C 2.959 -0.746 -0.347  -0.550
40 C 3.539 -1.976 -0.094  -0.206
41 C 3.592 -2.482 1.201  -0.882
42 C 3.068 -1.719 2.236  -0.761
43 C 2.502 -0.479 1.982  -0.058
44 H 2.202 1.780 -0.518  0.839
45 H 1.863 2.029 1.237  0.399
46 H 2.917 -0.366 -1.364  0.375
47 H 3.958 -2.556 -0.908  0.608
48 H 4.044 -3.446 1.396  0.419
49 H 3.109 -2.090 3.253  0.444
50 H 2.101 0.098 2.806  0.496
51 C -3.418 0.260 -1.721  -1.352
52 Si -2.802 1.655 -0.538  1.765
53 C -3.253 3.213 -1.531  -1.345
54 C -4.044 1.760 0.899  -1.386
55 H -4.414 -0.096 -1.442  0.502
56 H -2.746 -0.600 -1.728  0.035
57 H -3.490 0.646 -2.743  0.263
58 H -4.317 3.177 -1.787  0.488
59 H -2.691 3.279 -2.466  0.114
60 H -3.072 4.128 -0.967  0.271
61 H -5.023 2.062 0.516  0.489
62 H -3.723 2.515 1.622  0.206
63 H -4.166 0.825 1.439  0.323
64 C -0.667 5.184 -2.033  -0.493
65 O -0.866 5.023 -0.631  -0.297
66 P 0.024 3.954 0.183  0.513
67 O -0.258 4.481 1.674  -0.378
68 C -1.465 4.132 2.359  -0.023
69 O 1.449 4.658 -0.075  -0.390
70 C 2.634 4.442 0.696  -0.621
71 H -1.510 5.755 -2.413  0.279
72 H -0.629 4.221 -2.545  -0.011
73 H 0.260 5.729 -2.220  0.258
74 H -1.296 4.324 3.415  0.395
75 H -1.709 3.082 2.210  -0.617
76 H -2.283 4.758 1.998  0.286
77 H 3.274 5.304 0.518  0.288
78 H 3.145 3.535 0.388  0.264
79 H 2.398 4.388 1.758  0.290
80 C -0.566 -1.379 -3.027  -1.649
81 C -0.222 -1.754 -1.629  -0.156
82 N -0.169 -0.952 -0.589  2.327
83 C 0.175 -1.740 0.492  -1.113
84 C 0.337 -3.021 0.097  -1.289
85 N 0.065 -3.027 -1.258  0.671
86 C 0.102 -4.191 -2.120  -1.399
87 N 1.247 -5.010 -1.869  0.729
88 N 1.173 -6.012 -0.953  -0.629
89 N 2.336 -6.487 -0.746  -0.570
90 C 3.241 -5.787 -1.522  0.327
91 C 4.626 -5.914 -1.651  -0.695
92 C 5.255 -5.066 -2.532  -0.577
93 C 4.534 -4.113 -3.281  -0.523
94 C 3.171 -3.967 -3.152  -0.650
95 C 2.544 -4.821 -2.243  1.259
96 H -0.861 -0.338 -3.029  -0.402
97 H -1.400 -1.970 -3.411  0.443
98 H 0.288 -1.512 -3.698  0.360
99 H 0.333 -1.326 1.466  0.371
100 H 0.596 -3.914 0.636  0.632
101 H 0.128 -3.855 -3.156  0.625
102 H -0.782 -4.808 -1.960  0.165
103 H 5.173 -6.648 -1.075  0.444
104 H 6.328 -5.126 -2.656  0.380
105 H 5.068 -3.474 -3.972  0.390
106 H 2.626 -3.222 -3.717  0.316